The following is a quantum chemistry calculation of a structure of composition C57H40N9OPRbS, from the OMol25 dataset.

XYZ file:
```
110
C57H40N9OPRbS | the OMol25 dataset | ωB97M-V/def2-TZVPD
Rb -0.470 0.159 0.779
C 1.381 -4.118 -3.613
C 2.666 -3.605 -3.325
C 2.920 -2.955 -2.134
C 1.881 -2.804 -1.208
C 1.789 -2.223 0.103
N 0.524 -2.378 0.578
C -0.215 -3.030 -0.333
N -1.501 -3.501 -0.147
C -2.287 -3.007 0.768
C -3.522 -3.709 1.215
C -4.113 -4.901 0.838
C -5.277 -5.292 1.496
C -5.814 -4.513 2.521
C -5.201 -3.325 2.911
C -4.059 -2.931 2.238
C -3.142 -1.765 2.395
N -3.326 -0.859 3.326
C -2.317 -0.017 3.719
N -1.006 -0.188 3.497
C -0.307 0.738 4.207
N 1.036 0.817 4.348
C 1.865 0.119 3.583
N 1.590 -0.525 2.434
C 2.722 -1.060 1.915
N 2.859 -1.724 0.783
C 3.853 -0.732 2.800
C 5.211 -1.013 2.749
C 6.024 -0.516 3.760
C 5.484 0.233 4.813
C 4.122 0.496 4.874
C 3.311 0.014 3.857
C -1.233 1.599 4.915
C -1.079 2.703 5.753
C -2.211 3.310 6.268
C -3.497 2.825 5.959
C -3.661 1.729 5.130
C -2.527 1.115 4.601
N -2.164 -1.853 1.475
C 0.586 -3.326 -1.493
C 0.350 -3.990 -2.703
H 1.210 -4.629 -4.555
H 3.460 -3.729 -4.055
H 3.908 -2.571 -1.904
H -3.670 -5.505 0.055
H -5.768 -6.218 1.219
H -6.715 -4.845 3.025
H -5.595 -2.718 3.717
H 5.614 -1.600 1.933
H 7.091 -0.712 3.740
H 6.142 0.605 5.591
H 3.690 1.068 5.687
H -0.087 3.070 5.990
H -2.111 4.171 6.920
H -4.366 3.320 6.379
H -4.646 1.348 4.889
H -0.630 -4.411 -2.908
C 2.333 4.008 1.266
C 2.891 2.596 1.128
C 4.341 2.527 1.598
C 2.770 2.047 -0.299
C 3.512 2.872 -1.371
O 2.462 3.484 -2.159
C 1.315 2.897 -1.725
N 1.373 2.088 -0.761
C 0.075 3.298 -2.439
C 0.166 4.426 -3.387
C -0.712 4.588 -4.381
C -1.746 3.607 -4.667
C -1.868 2.476 -3.966
C -1.035 2.172 -2.780
P -0.585 0.391 -2.427
C 0.111 -0.097 -4.046
C 1.484 -0.327 -4.058
C 2.130 -0.687 -5.233
C 1.404 -0.836 -6.403
C 0.028 -0.639 -6.396
C -0.615 -0.274 -5.225
C -2.257 -0.344 -2.407
C -2.403 -1.686 -2.753
C -3.580 -2.359 -2.465
C -4.625 -1.704 -1.831
C -4.492 -0.365 -1.492
C -3.315 0.312 -1.774
H 2.364 4.316 2.312
H 1.294 4.065 0.936
H 2.918 4.732 0.688
H 2.300 1.928 1.760
H 4.973 3.235 1.050
H 4.752 1.524 1.475
H 4.408 2.773 2.659
H 3.109 1.008 -0.292
H 4.111 2.255 -2.042
H 4.129 3.671 -0.962
H 0.999 5.104 -3.257
H -0.613 5.438 -5.044
H -2.388 3.773 -5.523
H -2.587 1.718 -4.248
H 2.040 -0.263 -3.129
H 3.194 -0.886 -5.219
H 1.903 -1.133 -7.317
H -0.546 -0.783 -7.303
H -1.691 -0.158 -5.219
H -1.571 -2.224 -3.191
H -3.656 -3.415 -2.689
H -5.526 -2.244 -1.569
H -5.291 0.148 -0.972
H -3.217 1.347 -1.466
S -2.168 3.845 -0.676
C -1.173 3.120 -1.683
```

Its charge is -2. The expectation value of S² is 0.881. Its gap between HOMO and LUMO (alpha / beta) is 2.6 / 3.2 eV. The value obtained for the LUMO energy (alpha / beta) is 2.921 / 2.922 eV. The energy relative to the best compared isomer or geometry (same formula, charge and spin) is 0.0 kcal/mol. Its multiplicity is 2.